No. 1
Computed, not measured: a 4-piece molecular cluster, C18H42N2O4 overall in a non-equilibrium geometry, with wB97M-V/def2-TZVPD.

Summary:
Energy ... -30505.29075 eV
Multiplicity ... 2
Expectation value of S² ... 0.7546
Charge ... +1

Each line ends with the Löwdin spin population.
CARTESIAN COORDINATES (ANGSTROEM)
1 H 6.559 -1.277 4.304  0.000
2 H 1.297 0.450 3.988  0.000
3 C -5.658 1.927 -1.427  0.000
4 H -6.526 -0.071 -1.758  0.000
5 H -1.977 -0.471 -2.109  0.000
6 C 5.149 1.187 0.530  0.017
7 O -0.118 -1.770 -3.428  0.000
8 H 5.456 -2.119 3.239  0.000
9 H -2.719 3.008 -2.846  0.000
10 H -3.050 0.376 -5.118  0.000
11 H 4.527 1.986 0.934  0.000
12 H -6.629 2.420 -1.438  0.000
13 H 4.808 0.850 -0.449  0.000
14 H 2.258 1.306 1.743  0.016
15 H -5.179 -2.505 -1.894  0.000
16 H 2.581 -2.312 4.313  0.008
17 H 4.730 0.518 4.618  0.000
18 H 3.352 -2.393 2.696  0.000
19 H -2.647 -0.666 0.045  0.000
20 H 0.269 -2.280 -4.139  0.000
21 O 0.343 0.667 -1.529  0.000
22 H 3.993 -1.486 -0.003  0.000
23 H -5.562 -2.039 -0.218  0.000
24 C 4.870 -1.401 0.639  0.036
25 N -3.853 -0.212 -2.463  0.000
26 H 0.073 -0.146 -1.955  0.000
27 H -6.213 0.537 0.002  0.000
28 H 5.814 -1.501 0.103  0.004
29 H 4.852 -2.210 1.369  0.000
30 N 3.524 0.033 2.162  0.658
31 H -0.959 -1.473 -3.776  0.000
32 H 1.729 -1.949 2.784  0.001
33 H 2.105 -0.131 5.310  0.001
34 H 4.451 -1.167 5.210  0.000
35 H -3.129 1.058 -0.195  0.000
36 C 2.663 -1.839 3.335  0.051
37 C -3.860 1.093 -3.136  0.000
38 H -3.998 0.151 0.861  0.000
39 H -4.992 2.537 -0.816  0.000
40 H 1.019 0.400 -0.907  0.000
41 H -4.690 0.372 -5.199  0.000
42 H 6.109 1.694 0.434  0.002
43 O 2.356 0.386 1.490  0.087
44 C -5.885 0.428 -1.032  0.000
45 H 6.385 0.683 2.806  0.000
46 C -2.581 1.927 -2.864  0.000
47 C -4.516 -0.410 -1.157  0.000
48 O -2.675 -0.900 -2.609  0.000
49 H 2.746 1.409 4.586  0.000
50 H 6.886 -0.802 1.909  0.000
51 H -3.999 -2.483 -0.690  0.000
52 H -5.982 1.434 -3.495  0.000
53 H -3.815 1.865 -5.241  0.000
54 C 4.858 -0.104 1.425  0.038
55 C -4.858 -1.910 -1.039  0.000
56 C 5.660 -1.152 3.700  0.000
57 C 3.229 -0.456 3.506  0.053
58 C 2.308 0.429 4.397  0.020
59 C 6.086 -0.306 2.459  0.004
60 H -4.989 2.912 -3.106  0.000
61 H -1.806 1.932 -3.630  0.000
62 C -3.894 0.923 -4.698  0.000
63 H -2.109 1.648 -1.921  0.000
64 C -3.475 0.030 -0.088  0.000
65 C 4.503 -0.511 4.341  0.002
66 C -5.203 1.870 -2.868  0.000

No. 2
Computed, not measured: a 2-piece molecular cluster, C5H9N overall in a non-equilibrium geometry, with wB97M-V/def2-TZVPD.

Summary:
Energy ... -6815.08740 eV
Multiplicity ... 3
Energy above the lowest of the compared OMol25 structures with the same formula, charge and spin ... 24.7 kcal/mol
Expectation value of S² ... 2.0056

Each line ends with the Löwdin spin population.
CARTESIAN COORDINATES (ANGSTROEM)
1 H 0.336 -1.910 1.607  0.027
2 H -1.493 2.088 -0.796  0.017
3 C -2.462 2.535 -0.469  0.011
4 H 0.929 1.152 1.300  0.054
5 H -1.282 -1.318 1.396  0.016
6 C 0.918 0.769 0.309  0.820
7 N -3.504 2.902 -0.173  0.002
8 H -0.145 -0.422 -1.922  0.014
9 H 1.584 1.209 -0.416  0.061
10 C -0.280 -1.063 1.517  0.082
11 C 0.253 -0.450 0.211  0.734
12 H -0.792 -1.742 -0.979  0.009
13 H 0.876 -1.846 -1.238  0.040
14 C 0.075 -1.119 -1.083  0.113
15 H -0.012 -0.372 2.218  0.000

No. 3
Computed, not measured: C5H10O as an isolated structure in a non-equilibrium geometry, with wB97M-V/def2-TZVPD.

Summary:
Energy ... -7391.47787 eV
Multiplicity ... 1
Energy above the lowest of the compared OMol25 structures with the same formula, charge and spin ... 75.8 kcal/mol

Each line ends with the natural charge from an NBO analysis.
CARTESIAN COORDINATES (ANGSTROEM)
1 H -2.438 -0.295 -1.184  0.214
2 C 0.639 0.041 1.539  -0.743
3 H 1.494 0.353 2.203  0.237
4 C -1.668 -0.603 -0.471  -0.604
5 H -0.086 0.829 1.643  0.234
6 C 0.872 -0.008 -0.160  0.261
7 C -0.297 -0.301 -1.025  -0.253
8 H 0.264 -0.906 1.963  0.229
9 H -1.791 -1.676 -0.283  0.213
10 H -0.050 -0.849 -1.935  0.228
11 O 2.143 -0.539 -0.317  -0.711
12 H 1.923 -0.433 0.693  0.508
13 C 0.293 1.109 -0.951  -0.456
14 H -1.855 -0.074 0.470  0.204
15 H 0.825 1.510 -1.810  0.232
16 H -0.266 1.842 -0.376  0.208

No. 4
Computed, not measured: C19H37O9Rb as an isolated structure in a non-equilibrium geometry, with wB97M-V/def2-TZVPD.

Summary:
Energy ... -39376.96068 eV
Multiplicity ... 2
Energy above the lowest of the compared OMol25 structures with the same formula, charge and spin ... 23.4 kcal/mol
Expectation value of S² ... 0.7587
Charge ... +1

Each line ends with the Löwdin spin population.
CARTESIAN COORDINATES (ANGSTROEM)
1 C -0.435 -5.430 0.154  0.000
2 H 1.871 -1.648 -5.993  0.000
3 C 2.366 3.153 5.398  0.000
4 C -0.987 1.273 4.932  0.000
5 H 2.808 4.764 -0.651  0.000
6 C 1.485 -0.788 -0.412  0.021
7 O 1.048 -0.068 0.640  0.034
8 H 1.526 -4.754 -0.250  0.000
9 C 1.434 3.504 -1.469  0.000
10 C 1.434 -0.766 -5.526  0.000
11 H -2.905 0.080 2.904  0.000
12 H 0.010 0.843 5.024  0.000
13 H -1.146 0.260 -4.588  0.000
14 H -1.426 -0.858 3.269  0.000
15 O -4.472 -0.864 -0.768  0.000
16 O -0.386 -1.442 -6.922  0.000
17 C -2.524 -2.059 -1.391  0.000
18 H 0.141 -0.018 0.329  0.003
19 C -1.314 1.275 3.496  0.000
20 H -0.557 -1.198 -3.839  0.000
21 H -1.969 -1.346 -4.862  0.000
22 H -1.634 0.423 -0.767  0.001
23 H 2.943 1.379 2.525  0.000
24 H 1.285 3.288 5.387  0.000
25 O -1.266 2.302 2.850  0.000
26 C 2.066 4.856 -1.444  0.000
27 H 2.649 5.011 -2.352  0.000
28 H 0.804 -3.899 1.137  0.000
29 C 2.769 1.987 4.505  0.000
30 O -0.110 -6.652 0.180  0.000
31 H -0.605 4.036 -1.021  0.000
32 H -3.186 1.370 -0.868  0.000
33 H -1.584 0.567 5.509  0.000
34 H 1.388 5.650 -1.135  0.000
35 H -0.421 2.332 -1.344  0.000
36 H 1.312 1.207 3.170  0.000
37 C -0.059 3.318 -1.633  0.000
38 C -2.612 0.520 -1.238  0.002
39 C 0.613 -4.308 0.145  -0.001
40 H 2.826 4.088 5.078  0.000
41 H -2.533 -5.076 -0.558  0.000
42 H -1.878 -2.044 -2.269  0.000
43 H 1.868 0.058 -6.094  0.000
44 O 0.701 -0.930 -1.328  0.501
45 C -0.005 -1.014 -5.856  0.000
46 H -1.913 -2.216 -0.502  0.000
47 H -1.978 -4.074 0.849  0.000
48 H 0.208 -3.536 -0.510  -0.001
49 Rb 4.466 -3.062 -1.783  -0.002
50 H 1.866 2.837 2.880  0.000
51 H -0.993 2.230 5.454  0.000
52 H 1.674 -0.704 -4.465  0.000
53 H -3.212 -2.904 -1.388  0.000
54 H -2.222 -5.781 0.998  0.000
55 O 3.649 1.175 4.851  0.000
56 C -1.025 -0.812 -4.744  0.000
57 O 2.641 -1.288 -0.448  0.442
58 H -1.897 0.053 1.715  0.000
59 H 2.755 3.051 6.411  0.000
60 C 2.199 1.841 3.174  0.000
61 C -3.322 -0.797 -1.100  0.000
62 C -1.872 -5.014 0.307  0.000
63 C -1.821 0.044 2.802  0.000
64 H -0.310 3.476 -2.682  0.000
65 H -2.409 0.590 -2.306  0.000
66 O 2.182 2.512 -1.573  0.000

No. 5
Computed, not measured: a 2-piece molecular cluster, C9H10N2 overall, with wB97M-V/def2-TZVPD.

Summary:
Energy ... -12471.66956 eV
Multiplicity ... 1
Energy above the lowest of the compared OMol25 structures with the same formula, charge and spin ... 91.0 kcal/mol

Each line ends with the natural charge from an NBO analysis.
CARTESIAN COORDINATES (ANGSTROEM)
1 H -3.231 0.418 2.377  0.206
2 C 1.677 0.123 -0.388  -0.230
3 H 1.791 1.554 -1.925  0.198
4 H -0.605 2.115 -1.015  0.236
5 H -1.455 -0.331 0.801  0.270
6 C -3.463 0.077 1.382  -0.291
7 C 1.081 -0.380 0.877  0.015
8 N 1.662 -1.566 1.011  -0.560
9 H 1.473 -2.194 1.778  0.406
10 C 0.319 2.210 -0.437  -0.675
11 H 3.218 -0.792 -1.760  0.225
12 H 0.107 1.971 0.601  0.248
13 N -3.048 -1.117 -1.826  -0.315
14 H 3.105 -2.829 0.019  0.214
15 H -4.504 0.081 1.097  0.204
16 C -2.809 -0.765 -0.760  0.252
17 C -2.512 -0.328 0.548  -0.343
18 C 1.334 1.278 -0.981  0.031
19 C 2.622 -0.876 -0.873  -0.259
20 H 0.655 3.243 -0.526  0.223
21 C 2.582 -1.891 0.000  -0.055

No. 6
Computed, not measured: a 7-piece molecular cluster, C14H40NO13 overall in a non-equilibrium geometry, with wB97M-V/def2-TZVPD.

Summary:
Energy ... -43267.60112 eV
Multiplicity ... 1
Energy above the lowest of the compared OMol25 structures with the same formula, charge and spin ... 108.6 kcal/mol
Charge ... -1

Each line ends with the natural charge from an NBO analysis.
CARTESIAN COORDINATES (ANGSTROEM)
1 H 0.715 0.950 -6.298  0.160
2 H 3.385 3.526 2.822  0.166
3 H -5.444 5.751 -4.219  0.187
4 H -2.876 -2.113 5.717  0.467
5 C 8.761 -1.707 0.919  -0.641
6 H 8.585 -2.589 1.534  0.227
7 H -1.661 -3.807 4.769  0.470
8 C 2.994 3.462 4.972  -0.085
9 O -1.735 1.044 0.123  -0.555
10 C 2.993 4.204 3.581  -0.096
11 H 2.747 4.149 5.782  0.185
12 H 7.125 -1.665 -0.492  0.156
13 O 6.449 -0.957 1.165  -0.752
14 H 2.972 1.231 -7.287  0.175
15 C -3.133 -3.597 7.015  -0.095
16 H -5.155 -2.126 -0.942  0.476
17 H -3.903 -4.117 6.445  0.174
18 H -4.826 -4.974 -1.280  0.213
19 H 6.814 0.869 -0.449  0.214
20 C 7.530 -1.037 0.301  0.103
21 H -6.558 -5.121 -0.960  0.213
22 H 4.474 2.089 4.868  0.470
23 H -4.551 4.410 -1.046  0.474
24 C -5.644 5.744 -2.057  -0.080
25 H -4.913 -1.728 -2.981  0.217
26 C -5.108 -2.798 -3.050  -0.641
27 H -3.275 -3.727 8.088  0.175
28 C 2.788 0.445 -6.555  -0.100
29 H 3.275 0.712 -5.617  0.169
30 C 7.759 0.415 -0.149  -0.622
31 H 2.263 2.658 4.891  0.168
32 C 1.204 -0.003 -6.498  -0.083
33 C -6.087 -3.336 -2.044  0.087
34 O -1.254 -0.502 1.536  -0.618
35 C -1.857 -4.353 6.571  -0.081
36 H -0.922 -3.872 6.860  0.166
37 H 1.492 -0.417 -4.752  0.471
38 H -4.131 -3.213 -2.803  0.206
39 O 3.618 -0.656 -7.126  -0.749
40 H -1.960 -5.326 7.050  0.159
41 H 9.413 -2.224 0.216  0.215
42 H -5.364 6.790 -1.936  0.150
43 H -4.177 4.732 -3.250  0.170
44 O -2.982 -2.170 6.669  -0.728
45 O -1.895 -4.611 5.240  -0.708
46 H 2.009 4.536 3.250  0.191
47 O 1.186 -0.960 -5.482  -0.699
48 H 8.581 0.406 -0.866  0.199
49 H 4.667 5.127 3.743  0.466
50 H 8.126 1.000 0.694  0.206
51 H -5.853 -5.416 -2.555  0.193
52 H -6.727 5.826 -2.153  0.173
53 O 0.154 0.181 0.004  -0.543
54 H -7.068 -3.124 -2.468  0.154
55 O -5.980 -2.615 -0.898  -0.710
56 O -5.252 5.047 -0.890  -0.722
57 H 9.412 -1.023 1.464  0.206
58 O -6.128 4.035 -3.518  -0.715
59 H -5.322 -3.032 -4.093  0.211
60 C -5.819 -4.768 -1.680  -0.620
61 H 0.888 -0.366 -7.476  0.188
62 H 5.564 -0.853 0.806  0.488
63 C -5.196 5.095 -3.385  -0.102
64 O 3.745 5.392 3.789  -0.722
65 H -5.780 3.362 -2.927  0.466
66 O 4.282 2.900 5.345  -0.743
67 H 3.482 -1.450 -6.604  0.468
68 N -0.913 0.266 0.560  0.716

No. 7
Computed, not measured: C4H6O2 as an isolated structure, with wB97M-V/def2-TZVPD.

Summary:
Energy ... -8339.81649 eV
Multiplicity ... 1
Energy above the lowest of the compared OMol25 structures with the same formula, charge and spin ... 14.9 kcal/mol

Each line ends with the natural charge from an NBO analysis.
CARTESIAN COORDINATES (ANGSTROEM)
1 H 1.932 0.393 0.776  0.216
2 C -0.991 -0.665 -0.850  0.793
3 O -1.737 0.476 -0.756  -0.488
4 C -0.057 -0.288 0.299  -0.356
5 H -0.294 1.876 -0.162  0.185
6 C 1.443 -0.270 0.055  -0.607
7 C -0.845 1.027 0.251  -0.070
8 H 1.686 0.084 -0.952  0.218
9 H 1.871 -1.269 0.174  0.227
10 H -0.306 -0.881 1.185  0.235
11 O -1.122 -1.559 -1.627  -0.543
12 H -1.391 1.321 1.150  0.191

No. 8
Computed, not measured: one molecule with the formula C27H36O8, with wB97M-V/def2-TZVPD.

Summary:
Energy ... -44964.24005 eV
Multiplicity ... 1
Energy above the lowest of the compared OMol25 structures with the same formula, charge and spin ... 4.8 kcal/mol
SMILES string ... CCOC(=O)O[C@]1(C(=O)COC(=O)CC)CC[C@H]2[C@@H]3CCC4=CC(=O)C=C[C@]4(C)[C@H]3[C@@H](O)C[C@@]21C

Each line ends with the natural charge from an NBO analysis.
CARTESIAN COORDINATES (ANGSTROEM)
1 H -2.049 1.854 -5.824  0.221
2 O -3.881 -0.937 0.273  -0.549
3 H 0.457 1.055 0.093  0.214
4 C 4.799 -2.334 1.806  -0.296
5 H -2.740 0.356 2.225  0.222
6 H -2.344 3.372 -3.176  0.224
7 C 5.663 -1.149 1.756  0.491
8 H -0.837 -3.111 -3.154  0.229
9 H -5.172 0.921 -1.012  0.218
10 H -3.067 2.155 0.747  0.221
11 C -0.324 -2.691 -4.015  -0.641
12 H -0.435 -0.909 -5.249  0.194
13 H -0.823 1.950 -4.559  0.218
14 H 0.065 -1.267 -0.546  0.208
15 H -3.535 3.362 -4.482  0.235
16 C -2.105 1.977 0.269  -0.443
17 H 1.791 -2.231 4.149  0.244
18 H 5.677 0.957 2.246  0.218
19 H -1.273 2.287 2.264  0.205
20 H 1.507 2.688 2.536  0.212
21 H -1.265 3.401 -5.470  0.212
22 H 1.331 -2.611 0.866  0.189
23 H 2.200 -0.460 0.738  0.218
24 C -3.393 -0.104 -0.442  0.597
25 H 3.244 -1.437 4.768  0.218
26 C 1.701 -0.667 1.694  -0.210
27 H 2.398 1.977 1.187  0.201
28 C 0.741 -1.851 1.391  0.110
29 H -1.337 -0.291 3.041  0.192
30 C -3.351 1.521 -3.476  0.816
31 C -0.927 -1.343 -4.377  -0.073
32 C 5.044 0.080 2.253  -0.312
33 C 3.539 -2.280 2.227  -0.092
34 H 1.767 -0.505 4.522  0.202
35 C -0.926 2.206 1.234  -0.405
36 C -1.946 -0.380 2.145  -0.647
37 C -4.267 0.560 -1.511  -0.210
38 C 3.171 1.447 3.118  -0.437
39 H -2.001 -1.431 -4.560  0.215
40 H 0.523 0.522 3.087  0.200
41 H -4.549 -0.212 -2.238  0.255
42 C -1.506 -0.475 -2.285  1.007
43 C 2.853 -1.032 2.690  -0.142
44 C -0.065 0.956 1.052  -0.217
45 H -0.386 3.116 0.983  0.219
46 H 2.944 -3.181 2.288  0.214
47 O 0.259 -2.527 2.523  -0.726
48 H -2.420 -1.357 2.120  0.247
49 C -2.732 2.789 -4.010  -0.503
50 H 0.734 -2.583 -3.784  0.210
51 O -3.548 0.520 -4.111  -0.606
52 O -0.723 -0.367 -3.342  -0.497
53 H -0.427 -1.996 2.939  0.472
54 C 2.373 -1.314 4.126  -0.611
55 O -2.311 -1.343 -2.073  -0.630
56 H -1.097 -2.259 0.341  0.237
57 C 0.992 0.636 2.107  -0.219
58 C 2.003 1.781 2.186  -0.387
59 C -1.645 2.481 -5.033  -0.604
60 C -1.110 -0.159 0.875  -0.027
61 H -2.038 2.627 -0.601  0.242
62 H 3.913 2.245 3.081  0.219
63 O -3.679 1.662 -2.180  -0.517
64 C 3.783 0.152 2.688  0.138
65 O -1.284 0.552 -1.465  -0.535
66 C -0.391 -1.431 0.432  -0.435
67 H -0.435 -3.370 -4.855  0.221
68 C -2.000 0.508 -0.216  0.253
69 H 2.809 1.372 4.145  0.212
70 O 6.809 -1.185 1.339  -0.547
71 H 5.252 -3.265 1.495  0.225